Entry P
2 unconnected molecules or ions with the total composition C4H13NS, computed with wB97M-V/def2-TZVPD.

CARTESIAN COORDINATES (ANGSTROEM)
C -2.044 -1.692 0.338
C -1.370 -1.163 -0.915
S -2.005 0.517 -1.518
H -3.112 -1.843 0.154
H -1.540 -2.657 0.476
H -1.933 -1.074 1.230
H -0.352 -0.819 -0.736
H -1.535 -1.855 -1.737
C 0.768 0.900 1.319
N 1.001 0.967 -0.135
C 2.389 0.709 -0.450
H -0.287 0.638 1.515
H 0.849 1.868 1.838
H 1.384 0.160 1.828
H -1.363 1.644 -1.091
H 0.773 1.924 -0.371
H 2.473 0.745 -1.533
H 3.198 1.348 -0.019
H 2.705 -0.315 -0.192

As for the frontier orbital gap: 9.453 eV.

Entry Q
2 unconnected molecules or ions with the total composition C4H13NS, computed with wB97M-V/def2-TZVPD.

CARTESIAN COORDINATES (ANGSTROEM)
C -1.980 -1.416 -2.479
C -1.447 -0.611 -1.386
S -0.645 -1.584 -0.040
H -1.257 -2.203 -2.853
H -2.874 -2.152 -2.198
H -2.271 -0.729 -3.329
H -0.682 0.091 -1.672
H -2.217 -0.035 -0.885
C 1.164 0.899 2.614
C 0.965 1.292 1.196
N 1.866 0.492 0.332
H 0.475 1.525 3.229
H 2.221 1.028 2.911
H 0.781 -0.054 2.854
H 1.093 2.356 0.963
H -0.091 1.146 0.837
H 0.635 -1.170 0.079
H 1.434 0.172 -0.548
H 2.829 0.952 0.376

As for the frontier orbital gap: 9.823 eV.

Entry R
2 unconnected molecules or ions with the total composition C4H13NS, computed with wB97M-V/def2-TZVPD.

CARTESIAN COORDINATES (ANGSTROEM)
C -1.226 -2.330 -0.761
S -1.710 -2.061 -2.580
C -1.177 -0.371 -2.827
H -1.554 -3.426 -0.572
H -1.787 -1.630 0.089
H -0.120 -2.084 -0.704
H -2.055 0.145 -3.197
H -1.111 0.114 -1.865
H -0.126 -0.417 -3.408
C 2.098 0.844 1.764
C 1.026 1.793 1.263
N -0.313 1.272 1.787
H 1.837 0.575 2.892
H 2.331 -0.113 1.176
H 3.070 1.309 1.847
H 1.108 2.879 1.505
H 1.087 1.694 0.209
H -0.267 0.392 2.213
H -1.109 1.416 1.169

As for the frontier orbital gap: 9.359 eV.

Entry S
2 unconnected molecules or ions with the total composition C4H13NS, computed with wB97M-V/def2-TZVPD.

CARTESIAN COORDINATES (ANGSTROEM)
C 2.994 -1.033 0.090
C 2.094 -0.435 -0.962
S 0.943 -1.785 -1.706
H 2.719 -0.807 1.168
H 3.374 -2.092 0.007
H 3.971 -0.433 0.107
H 1.526 0.507 -0.661
H 2.650 -0.076 -1.884
C -2.623 -0.145 0.046
C -2.079 1.313 0.152
N -1.002 1.664 1.164
H -2.204 -0.584 -0.812
H -3.695 -0.104 -0.095
H -2.450 -0.695 1.110
H -2.913 2.040 0.410
H -1.627 1.636 -0.790
H 0.177 -1.648 -0.651
H -1.394 1.828 2.079
H -0.459 0.848 1.228

As for the frontier orbital gap: 10.049 eV.

Most stable: entry Q

Entry P
2 unconnected molecules or ions with the total composition C3H10O, computed with wB97M-V/def2-TZVPD.

CARTESIAN COORDINATES (ANGSTROEM)
C 1.101 -0.803 -0.378
C 2.221 0.024 0.246
C 3.559 -0.099 -0.490
H 0.453 -0.167 -0.980
H 0.451 -1.249 0.383
H 1.481 -1.646 -0.967
H 2.394 -0.173 1.311
H 1.920 1.069 0.273
H 4.345 0.456 0.012
H 3.824 -1.148 -0.597
H 3.448 0.283 -1.493
H -6.469 0.955 1.318
H -6.322 0.425 -0.146
O -5.871 0.869 0.574

As for the frontier orbital gap: 12.254 eV.

Entry Q
2 unconnected molecules or ions with the total composition C3H10O, computed with wB97M-V/def2-TZVPD.

CARTESIAN COORDINATES (ANGSTROEM)
C 0.322 2.272 0.541
O 1.666 2.731 0.570
H 1.997 2.746 -0.332
H -0.042 2.046 -0.462
H 0.234 1.518 1.318
H -0.333 3.058 0.858
C -0.462 -1.295 -0.876
C -0.487 -2.280 0.271
H 0.340 -0.561 -0.831
H -0.375 -1.800 -1.833
H -1.421 -0.785 -0.936
H 0.362 -2.957 0.258
H -1.349 -2.938 0.220
H -0.452 -1.757 1.233

As for the frontier orbital gap: 11.257 eV.

Entry R
2 unconnected molecules or ions with the total composition C3H10O, computed with wB97M-V/def2-TZVPD.

CARTESIAN COORDINATES (ANGSTROEM)
C -4.311 -0.627 -1.112
H -3.973 -1.405 -0.326
H -5.291 -0.415 -1.087
H -4.118 -1.045 -2.107
H -3.614 0.063 -0.844
C 1.955 0.892 0.380
O 1.665 0.049 -0.804
C 2.803 0.124 1.495
H 2.475 1.864 0.154
H 0.843 0.963 0.447
H 2.445 -0.185 -1.306
H 3.341 -0.657 0.903
H 3.552 0.772 1.862
H 2.228 -0.395 2.346

As for the frontier orbital gap: 11.387 eV.

Entry S
2 unconnected molecules or ions with the total composition C3H10O, computed with wB97M-V/def2-TZVPD.

CARTESIAN COORDINATES (ANGSTROEM)
C -2.525 0.712 0.692
C -1.610 0.901 1.897
H -2.381 1.508 -0.042
H -2.298 -0.174 0.117
H -3.564 0.839 1.008
H -0.639 1.202 1.454
H -1.470 0.111 2.626
H -1.869 1.796 2.443
C 1.791 -1.388 -1.007
O 2.424 -0.216 -1.599
H 1.683 0.399 -1.532
H 2.591 -1.884 -0.468
H 0.890 -1.413 -0.391
H 1.509 -1.989 -1.899

As for the frontier orbital gap: 11.138 eV.

Most stable: entry P